{"formula": "C39H43Br2IN9SrTe", "method": "the ωB97M-V functional and the def2-TZVPD basis", "gap_ha": 0.149, "total_charge": -1, "energy_ev": -210867.956, "species": ["H", "H", "N", "H", "H", "H", "Te", "C", "H", "H", "C", "C", "C", "C", "N", "H", "C", "H", "H", "C", "H", "C", "H", "C", "I", "H", "C", "C", "H", "H", "H", "C", "C", "C", "C", "H", "H", "C", "C", "H", "N", "C", "H", "N", "H", "C", "H", "H", "H", "H", "Br", "H", "C", "C", "H", "C", "C", "H", "C", "C", "H", "C", "H", "Sr", "C", "C", "N", "H", "C", "H", "H", "C", "H", "C", "C", "Br", "H", "C", "N", "N", "H", "C", "H", "H", "H", "N", "C", "C", "H", "C", "H", "C", "H", "N", "C", "H"], "positions_angstrom": [[2.77349, 1.65694, -1.15487], [1.91745, 0.34287, 4.70386], [1.30688, 1.78802, 1.11831], [0.70975, -5.48859, 0.40065], [-1.94025, 4.90961, 0.45271], [-3.20055, 4.81210, -3.41975], [-0.28003, 0.84531, -3.49196], [-5.01541, -0.19995, -1.67034], [0.74122, -3.94810, -2.59437], [-1.37252, -3.18172, 4.23913], [2.77914, -3.26047, 0.30944], [-0.85716, -2.24938, 4.04876], [2.62327, 1.60032, 1.62969], [1.30445, -3.12463, -3.00569], [1.38500, -2.88291, -4.30163], [-3.97908, -3.11814, 0.61236], [5.18043, 1.52805, 2.65983], [-2.32256, -6.02774, -2.57054], [0.83649, 0.39247, 3.30004], [-0.52092, -3.79009, -0.02154], [1.67406, -1.38910, -6.13620], [-2.18796, 2.94988, -0.81089], [-2.92319, -0.03558, -2.16462], [-0.74390, -5.92901, -1.11663], [6.73175, -2.03659, 2.69555], [5.72041, -4.57963, 1.30814], [4.10672, 1.15872, 3.45207], [-3.27330, -1.59312, -0.72788], [-0.83888, 4.74782, -3.36863], [-3.05721, 2.22760, 1.81847], [-0.31112, 5.46552, 0.85896], [-4.57213, 2.98261, -0.92749], [-0.10848, -5.10406, -0.20076], [-3.67560, -0.53800, -1.55787], [3.45064, 2.33806, -0.63434], [-1.32083, 4.73561, 2.09956], [4.00128, -0.70065, 1.88085], [3.69644, 1.92598, 0.79106], [1.62018, 0.92898, 3.83434], [-5.40997, 4.08895, -2.55963], [-1.00400, 2.51802, -0.13197], [1.45977, 4.00341, 2.18867], [4.26516, 0.85276, 4.47982], [2.09414, -1.77596, -4.31159], [1.89170, -3.50165, -0.24840], [-4.50166, 3.78390, -2.05491], [-5.29197, 0.59909, -2.34666], [-0.03387, 3.50196, -2.44195], [1.71407, 4.86035, 1.56121], [-3.06739, -3.71829, -2.25016], [-1.70569, -1.43391, 2.52402], [-0.91019, -1.57893, 4.89697], [-1.81759, -5.40478, -1.84041], [-0.50460, 3.32399, 0.70772], [-2.92559, 0.77158, 0.83201], [3.76670, -4.21718, 0.47623], [3.95025, -1.69713, 1.47622], [1.69902, -0.09416, -5.11352], [-0.75496, 4.31963, -2.36990], [2.80768, 1.19831, 2.95134], [0.76103, 4.36688, 2.94262], [-2.08641, 3.79596, -1.91682], [-6.35126, -2.48585, 0.42991], [0.03020, -0.35074, -0.69347], [4.91372, -3.87282, 1.16599], [-4.27080, -2.28887, -0.02299], [2.43096, -1.32782, -3.14620], [2.36478, 3.65648, 2.67667], [4.97543, 1.89430, 1.33552], [1.18441, 1.86699, 4.19185], [-5.53383, 2.67441, -0.53466], [-3.26600, 4.18909, -2.53574], [-4.51051, 1.43923, 1.18376], [-2.24493, -4.10549, -1.66231], [-3.47897, 1.70610, 0.95400], [0.99654, -2.68545, 3.73473], [-0.38976, 5.09949, -1.69113], [-5.60550, -1.93347, -0.13163], [2.22744, -0.94291, -5.41229], [1.91104, -2.17217, -2.27624], [4.38828, 2.37696, -1.18749], [-5.99237, -0.88436, -0.95753], [3.63663, -5.20429, 0.05405], [2.98745, 3.32657, -0.68973], [-0.42567, -6.95296, -1.26345], [2.85344, -2.02063, 0.79380], [4.99940, -2.58759, 1.67048], [-1.05446, 4.68906, 1.04097], [5.82045, 2.14784, 0.70591], [-1.59566, -3.23832, -0.74995], [6.18301, 1.49858, 3.06329], [-3.41555, 2.55090, -0.28843], [-7.03766, -0.61783, -1.05743], [-1.92468, -1.92202, -0.59033], [0.79825, 2.93481, 1.35386], [-0.05749, -3.17904, 0.74747]], "forces_ev_per_angstrom": [[0.0029, 0.0081, -0.0298], [-0.0267, 0.0000, -0.0048], [-0.0538, 0.0886, -0.0055], [0.0029, -0.0045, -0.0069], [0.0076, -0.0320, 0.0091], [-0.0231, 0.0169, 0.0082], [0.1790, -0.0431, -0.0932], [0.0031, -0.0187, -0.0185], [0.0915, -0.0323, 0.0322], [-0.0148, 0.0286, 0.0309], [-0.0511, -0.0005, -0.0278], [-0.0548, -0.0190, 0.0111], [0.0375, -0.0133, -0.0046], [-0.2885, 0.1830, 0.1336], [-0.1441, -0.1424, -0.2162], [0.0123, 0.0060, 0.0009], [0.0548, -0.0529, -0.0771], [-0.0055, 0.0015, 0.0033], [-0.0044, -0.0252, -0.0105], [-0.0521, 0.0005, 0.0574], [-0.0162, -0.0034, -0.0141], [0.0311, -0.0738, 0.1112], [-0.0166, 0.0493, 0.0534], [0.0118, 0.0196, -0.0070], [-0.0375, 0.1075, 0.0537], [-0.0040, -0.0040, -0.0055], [-0.1087, 0.1136, 0.0517], [-0.0710, -0.0072, -0.3026], [-0.0239, 0.0446, 0.0299], [0.0113, -0.0057, 0.0025], [-0.0083, 0.0109, -0.0107], [-0.0146, 0.0417, 0.0276], [-0.0249, -0.0015, -0.0133], [0.0236, -0.1111, -0.0521], [0.0547, 0.0092, 0.0275], [0.0014, 0.0093, 0.0092], [0.0152, 0.1262, -0.0158], [-0.0608, -0.1162, 0.0252], [0.0755, -0.0254, 0.0075], [0.0024, 0.0197, -0.0005], [-0.3984, -0.1831, 0.0302], [-0.0250, 0.0834, -0.0274], [0.0161, -0.0108, 0.0011], [0.0087, 0.3732, 0.0064], [-0.0114, -0.0019, -0.0087], [-0.0025, -0.0196, 0.0188], [-0.0230, 0.0297, 0.0023], [0.0252, 0.0142, 0.0700], [0.0210, -0.0124, -0.0162], [-0.0023, 0.0010, 0.0048], [0.1076, -0.0788, 0.1144], [0.0348, 0.0105, -0.0232], [-0.0222, -0.0074, -0.0226], [0.2565, 0.0744, -0.0897], [0.0140, 0.0291, -0.0380], [0.0134, 0.0550, 0.0101], [0.1537, -0.0831, -0.0452], [-0.0911, -0.0125, -0.0491], [-0.0425, -0.0408, -0.1420], [-0.0049, 0.0725, 0.0359], [0.0065, 0.0069, 0.0191], [-0.0052, 0.0511, 0.0612], [-0.0043, -0.0020, -0.0031], [0.3065, 0.3286, -0.4233], [0.0011, -0.0550, -0.0030], [-0.0394, 0.0410, 0.0471], [-0.0542, 0.1016, 0.2462], [-0.0236, 0.0019, -0.0079], [-0.0199, -0.1372, 0.0215], [-0.0097, 0.0113, 0.0007], [-0.0016, -0.0330, -0.0116], [0.0335, -0.0448, -0.0364], [0.0029, -0.0082, -0.0187], [0.0321, -0.0417, -0.0207], [-0.0556, -0.0311, -0.0210], [-0.0094, -0.0187, 0.0083], [0.0294, -0.0068, 0.0075], [0.0271, -0.0389, 0.0287], [0.1366, -0.0350, 0.0367], [0.0731, -0.3247, 0.0354], [-0.0080, -0.0071, -0.0020], [0.0167, 0.0416, -0.0210], [0.0042, -0.0094, 0.0048], [-0.0242, 0.0027, 0.0042], [0.0115, 0.0006, 0.0109], [0.0380, -0.1120, 0.0790], [-0.0145, -0.0778, -0.0291], [-0.0305, -0.0225, 0.0736], [-0.0097, 0.0158, 0.0103], [0.0247, -0.0111, 0.1891], [0.0371, 0.0010, 0.0075], [-0.0209, -0.0347, -0.0202], [-0.0043, 0.0028, 0.0049], [-0.0811, 0.0345, 0.1489], [0.0466, -0.0403, -0.0054], [0.0474, 0.0051, -0.0235]]}